[1]
An isolated molecule of CH3NO2. Source: OMol25; level of theory: wB97M-V/def2-TZVPD.

Structure (XYZ):
```
7
Properties=species:S:1:pos:R:3:forces:R:3:mulliken_charge:R:1
O -2.067790 -0.162655 -0.100601 1.52 0.38 0.28 -0.54
C -0.940603 0.310899 -0.033012 -0.63 -0.05 -0.72 0.14
N 0.199266 -0.440818 0.053433 0.16 0.86 0.78 -0.11
O 1.478235 0.067346 -0.227410 -0.14 0.49 0.68 -0.41
H -0.714092 1.378044 -0.090238 -0.08 0.33 0.22 0.32
H 0.098465 -1.368845 -0.236014 0.06 -1.66 -0.36 0.24
H 1.946522 0.216029 0.633841 -0.89 -0.35 -0.88 0.35
```
Forces are in eV/Å.

Computed properties:
Charge: 0
E in a.u.: -245.07856
Relative energy (zero: lowest compared OMol25 entry of this formula, charge and spin) in kcal per mole: 63.11
SMILES string: O=CNO
Frontier orbital gap in eV: 10.946
Molecular weight in g mol⁻¹: 61.0


[2]
A structure of composition C50H98NO17Sr. Source: OMol25; level of theory: wB97M-V/def2-TZVPD.

Structure (XYZ):
```
167
Properties=species:S:1:pos:R:3:forces:R:3:mulliken_charge:R:1
Sr -0.227523 1.098763 5.262869 -0.75 0.15 -1.32 1.57
C 0.609567 1.249923 -0.356841 0.20 -1.06 -0.80 -1.12
C -0.150153 -0.029827 0.171119 0.73 1.22 2.11 0.75
C 0.635947 -1.332947 0.047009 0.80 -0.26 -0.32 -1.21
O -0.508133 0.292663 1.498909 -0.29 -0.40 0.50 -0.81
H 0.014547 2.159023 -0.269671 -0.17 -0.21 0.10 0.26
H 0.981547 1.168463 -1.378161 -0.49 -0.12 -0.62 0.30
H 1.570257 1.418683 0.129679 -0.16 -0.21 0.87 0.23
H -1.050113 -0.284717 -0.388531 -0.48 0.73 -0.53 -0.01
H 1.429837 -1.459397 0.783119 0.15 0.39 0.17 0.24
H 1.094807 -1.406937 -0.938931 0.20 0.08 -0.23 0.30
H 0.045827 -2.246347 0.121649 -0.53 0.20 0.21 0.28
C 3.738517 3.934513 -5.185521 -0.10 -1.28 0.15 -0.65
N 5.090837 4.451303 -5.377191 0.64 1.08 -2.56 0.89
O 5.550657 4.391493 -6.516251 -0.32 -0.64 0.48 -0.53
O 5.619827 5.082363 -4.512381 0.33 0.22 1.73 -0.54
H 3.584537 3.195003 -5.971331 -0.26 0.39 -0.06 0.30
H 3.073787 4.796393 -5.243741 -0.04 -0.29 0.14 0.27
H 3.728867 3.392373 -4.239961 -0.26 0.46 0.14 0.26
C 8.656877 -7.125977 2.540049 -1.54 -0.57 -1.03 -0.78
O 7.442087 -6.549497 3.065919 2.10 0.69 0.35 -0.33
C 7.813687 -5.280477 3.609569 -0.41 0.20 0.45 -0.50
C 6.568967 -4.474297 3.800789 -0.66 0.93 -0.80 -0.56
O 6.095537 -3.917897 2.532689 0.15 -0.17 1.29 -0.36
C 5.683397 -4.827547 1.531159 -0.28 0.04 -0.16 -0.58
H 8.391827 -8.116767 2.171039 0.10 -0.26 0.53 0.27
H 9.482907 -7.163917 3.250219 -0.07 0.14 0.00 0.29
H 8.877557 -6.612867 1.604039 0.63 0.47 0.20 0.34
H 8.513047 -4.659607 3.049639 -0.18 -0.26 -1.29 0.35
H 8.436757 -5.339987 4.501949 -0.47 -0.70 0.81 0.52
H 6.730817 -3.613987 4.450229 0.43 0.25 -0.29 0.32
H 5.771757 -4.985877 4.340089 -0.15 -0.67 -0.40 0.29
H 5.137807 -5.686937 1.920869 0.16 -0.12 0.21 0.30
H 6.514217 -5.165207 0.911619 0.14 -0.17 0.12 0.20
H 4.991177 -4.300827 0.874279 0.03 0.23 0.03 0.23
C 3.846477 2.050503 3.557009 0.04 1.61 -1.31 -0.86
O 2.716097 2.834833 4.036319 -0.31 -2.09 0.78 -0.10
C 3.017697 4.145183 4.417469 0.26 0.52 0.40 -0.64
C 1.839327 4.847433 5.148149 0.93 0.35 -2.04 -0.63
O 0.594497 4.486153 4.545429 -0.76 -0.21 0.35 -0.23
C 0.315447 5.059973 3.220499 0.70 -0.13 0.59 -0.80
H 3.562047 1.113263 3.078699 -0.59 0.07 0.52 0.30
H 4.706797 1.915573 4.212559 -0.46 0.03 0.74 0.32
H 4.231657 2.656723 2.737109 0.32 -0.09 -0.28 0.31
H 3.291867 4.734663 3.542569 -0.01 -0.01 -0.30 0.39
H 3.886907 4.161753 5.074959 0.18 0.05 0.19 0.44
H 2.033297 5.907323 4.983509 -0.13 0.31 -0.12 0.31
H 1.937117 4.786613 6.232049 -0.96 -0.89 0.05 0.37
H 1.090757 4.759753 2.515619 0.02 0.01 0.01 0.34
H 0.251737 6.147393 3.260019 0.20 0.06 0.25 0.33
H -0.640643 4.709173 2.832019 0.07 -0.35 0.48 0.24
C 0.248777 -6.046337 -2.978581 -1.14 -0.31 -0.13 -0.75
O 0.380857 -5.420517 -4.225591 2.25 -0.02 0.71 -0.31
C -0.762833 -5.047737 -4.846941 -1.68 0.20 -0.37 -0.52
C -0.504743 -4.658637 -6.282811 0.49 -1.18 0.49 -0.47
O 0.290467 -5.636537 -6.964831 -0.72 -0.56 -0.48 -0.36
C -0.156153 -7.012227 -6.938431 0.25 0.12 0.35 -0.66
H -0.127803 -7.060477 -3.112051 0.50 -0.57 -0.15 0.32
H -0.584633 -5.635367 -2.408821 0.19 0.75 0.40 0.29
H 1.184507 -6.023437 -2.420031 -0.13 0.05 -0.22 0.23
H -1.240313 -4.183197 -4.385761 -0.07 0.42 0.38 0.42
H -1.521243 -5.827707 -4.779421 -0.18 -0.50 -0.16 0.38
H 0.058857 -3.726287 -6.248521 0.13 -0.10 -0.51 0.30
H -1.485653 -4.507417 -6.733401 -0.03 0.11 -0.39 0.34
H 0.385117 -7.615027 -7.667651 0.44 0.56 -0.10 0.29
H -1.195263 -7.247677 -7.168481 -0.44 0.87 -0.09 0.31
H 0.028457 -7.483657 -5.973131 0.16 0.21 0.27 0.21
C -6.339303 -3.793977 -2.693871 -0.99 -0.76 1.28 -0.83
O -6.103093 -3.648897 -1.298451 0.27 0.84 -0.47 -0.25
C -4.832743 -4.092517 -0.910781 -0.31 -0.29 1.09 -0.39
C -4.570173 -3.573937 0.501279 1.05 -0.83 0.61 -0.52
O -5.369503 -4.001477 1.620409 0.67 0.90 -0.55 -0.43
C -6.722873 -3.659077 1.498909 -1.09 -0.80 -0.60 -0.58
H -6.305593 -4.875177 -2.827951 0.51 -0.06 -1.04 0.37
H -5.689813 -3.169367 -3.307161 0.12 -0.27 -0.09 0.25
H -7.393423 -3.548687 -2.823361 0.13 0.38 -0.25 0.27
H -4.009933 -3.734187 -1.529381 0.02 0.52 -0.27 0.39
H -4.746643 -5.176867 -0.980641 -0.28 -0.40 0.16 0.36
H -4.433143 -2.496777 0.406199 -0.59 0.35 0.41 0.34
H -3.598793 -3.951887 0.820139 0.28 0.03 -0.32 0.28
H -7.281483 -3.630727 2.434459 0.67 0.13 0.47 0.27
H -7.173383 -4.490247 0.956409 -0.50 0.28 -0.38 0.22
H -6.894463 -2.728817 0.957359 0.11 0.03 -0.02 0.26
C -4.490343 1.936423 3.994019 1.24 -0.20 0.39 -0.85
O -3.680133 2.089133 5.207879 -0.80 -0.59 -1.59 -0.20
C -3.924633 3.364053 5.734559 0.41 -0.36 0.11 -0.60
C -3.393833 3.294133 7.103579 0.19 -0.83 1.78 -0.68
O -2.016983 2.923823 7.319799 0.96 -0.32 -1.08 -0.15
C -1.782873 2.784993 8.721599 -0.54 1.38 0.09 -0.87
H -4.229913 2.806213 3.390919 -0.30 -0.24 -0.50 0.35
H -5.564273 1.887723 4.174029 0.05 0.17 0.40 0.31
H -4.176583 1.000093 3.532559 0.02 0.22 -0.15 0.26
H -4.991113 3.506693 5.908859 -0.29 0.17 -0.24 0.35
H -3.569243 4.162393 5.083049 0.26 0.10 -0.02 0.47
H -3.881133 2.418283 7.531969 -0.80 0.28 0.27 0.33
H -3.665193 4.188813 7.663949 0.29 0.13 0.17 0.38
H -2.182223 3.722593 9.108289 0.31 0.02 0.75 0.32
H -0.722083 2.734713 8.967139 -0.02 -0.11 -0.38 0.32
H -2.335473 1.993483 9.227809 -0.06 -0.40 -0.42 0.33
C -0.812843 9.186863 -2.128681 0.50 0.65 0.40 -0.61
O -1.114943 7.899033 -2.545731 -1.33 -1.25 -0.95 -0.42
C -0.499353 6.794993 -1.917801 0.74 1.10 0.73 -0.46
C 1.002387 6.859213 -1.998161 1.25 0.26 -0.19 -0.52
O 1.548167 7.571423 -0.908271 0.39 0.09 1.43 -0.31
C 2.959477 7.480493 -0.708581 -0.44 -0.60 -0.24 -0.77
H 0.226437 9.415773 -2.364471 0.14 0.26 0.23 0.24
H -1.013053 9.373123 -1.073541 0.26 -0.34 0.40 0.28
H -1.441663 9.926873 -2.623741 -0.10 -0.42 -0.50 0.24
H -0.821573 5.828103 -2.304321 -0.47 0.47 -0.51 0.35
H -0.719233 6.804573 -0.850251 -0.26 -0.07 0.33 0.29
H 1.363987 7.442873 -2.844741 -0.35 -0.48 -0.83 0.38
H 1.400887 5.845623 -2.042111 0.22 -0.20 0.01 0.46
H 3.286857 6.523633 -0.301961 -0.44 -0.45 0.35 0.26
H 3.251647 8.234943 0.021859 -0.05 0.19 -0.41 0.26
H 3.527367 7.503193 -1.638681 -0.05 0.75 -0.25 0.32
C 0.856687 -3.330167 4.715589 0.83 -0.44 -0.21 -0.82
O -0.273703 -2.559477 5.046719 0.49 0.51 0.38 -0.11
C -1.337373 -3.400657 5.410599 -0.82 -0.25 -0.16 -0.63
C -2.541833 -2.541847 5.766649 1.43 -0.42 -0.64 -0.71
O -2.121103 -1.576597 6.726779 -0.63 0.95 -0.10 -0.13
C -1.878603 -2.126327 8.016399 0.02 -0.22 -0.14 -0.83
H 1.175127 -4.020107 5.497049 -0.20 0.15 0.62 0.34
H 1.707677 -2.678217 4.518479 -0.22 0.10 -0.21 0.25
H 0.694447 -4.003137 3.873629 -0.23 0.34 -0.44 0.31
H -1.048603 -4.055257 6.232929 0.13 -0.27 -0.08 0.38
H -1.617463 -3.950487 4.512089 -0.05 -0.65 0.15 0.50
H -3.411083 -3.134637 6.051449 0.07 0.00 0.43 0.36
H -2.762833 -2.124977 4.784059 -0.37 1.07 0.42 0.29
H -2.727363 -2.732847 8.332349 -0.01 -0.09 0.06 0.33
H -1.732983 -1.335297 8.752039 -0.13 0.21 -0.27 0.24
H -0.971963 -2.731357 8.009909 0.02 -0.16 0.05 0.31
C -7.479813 3.152693 -2.950631 1.10 -1.49 -0.01 -0.58
C -6.701943 4.064093 -2.262781 -0.23 0.89 -0.14 -0.19
C -5.721303 3.670533 -1.364261 -0.81 0.14 -0.77 -0.63
C -5.518493 2.327293 -1.281271 2.10 -0.05 1.58 -0.12
C -6.158893 1.359573 -2.003141 -0.23 -0.14 0.48 -0.58
C -7.155403 1.757783 -2.847071 -1.64 1.41 -0.44 -0.33
H -8.264013 3.505973 -3.603791 -0.03 -0.15 -0.07 0.37
H -6.828083 5.121513 -2.442641 -0.34 0.15 0.07 0.35
H -5.178783 4.386233 -0.764391 0.12 -0.02 -0.08 0.41
H -4.733583 2.014063 -0.608811 0.10 -0.26 0.24 0.41
H -5.903863 0.353993 -1.702861 -0.22 -0.35 -0.68 0.50
H -7.796083 1.055163 -3.359171 0.11 -0.16 -0.16 0.40
C 5.841717 -1.021677 -2.865131 -0.96 -1.49 0.55 -0.51
C 4.800837 -1.802297 -3.389741 0.07 -0.43 -0.35 -0.29
C 4.478437 -1.735837 -4.735411 -0.05 0.91 0.38 -0.56
C 5.150317 -0.810767 -5.539621 -0.42 -0.69 -0.49 -0.21
C 6.192967 -0.089907 -5.035021 0.38 1.26 0.98 -0.68
C 6.499617 -0.159207 -3.669221 0.80 0.37 -0.82 -0.23
H 6.200727 -1.185487 -1.859801 -0.30 0.16 0.26 0.39
H 4.241057 -2.524927 -2.814551 0.16 0.05 0.44 0.41
H 3.644507 -2.304107 -5.120141 0.05 -0.13 -0.09 0.50
H 4.849717 -0.678967 -6.568541 0.07 -0.09 -0.16 0.41
H 6.725797 0.653503 -5.609341 -0.01 -0.11 -0.37 0.40
H 7.299377 0.409273 -3.217981 0.17 0.23 -0.32 0.39
C -2.894903 0.477753 -6.523401 0.98 -0.52 -2.43 -0.59
C -1.945683 0.298803 -5.532391 -1.38 0.72 1.04 -0.32
C -0.601563 0.223833 -5.783621 0.10 0.15 -0.41 -0.66
C -0.170673 0.324113 -7.094711 0.99 0.00 0.18 -0.21
C -1.050163 0.524693 -8.137611 -0.91 -0.37 0.15 -0.58
C -2.418253 0.529343 -7.866031 -0.08 -0.18 1.01 -0.20
H -3.968313 0.476283 -6.404231 0.04 0.08 0.54 0.40
H -2.282353 0.331283 -4.506731 -0.03 -0.25 0.22 0.46
H 0.081817 0.148133 -4.950761 0.18 -0.18 -0.08 0.54
H 0.887837 0.213283 -7.278131 0.16 0.17 -0.20 0.43
H -0.728383 0.604673 -9.165451 0.21 -0.08 0.00 0.37
H -3.098803 0.465873 -8.702221 -0.24 0.43 0.02 0.36
```
Forces are in eV/Å.

Computed properties:
Charge: +1
E in a.u.: -3327.62712
Frontier orbital gap in eV: 3.806
Molecular weight in g mol⁻¹: 1072.9


[3]
A cluster of 2 separate species, C3H3Br2N in total. Source: OMol25; level of theory: wB97M-V/def2-TZVPD.

Structure (XYZ):
```
9
Properties=species:S:1:pos:R:3:forces:R:3:mulliken_charge:R:1
C 1.229220 -0.024448 -1.935177 -0.08 2.13 1.24 0.20
C -0.990250 0.006973 0.228880 1.20 0.27 0.63 -0.29
C 0.261047 0.626976 0.692532 2.22 0.88 0.53 -0.64
N 1.379104 -0.987754 -2.522281 0.27 -2.21 -1.38 -0.22
Br -1.707654 -0.748811 1.930594 -0.71 -0.24 -0.39 -0.12
Br 1.610285 -0.561679 1.400665 -0.58 0.71 -0.73 -0.02
H -1.663335 0.807450 -0.070857 -0.21 -0.45 -0.35 0.32
H -0.781880 -0.821827 -0.503057 -0.70 0.78 0.79 0.38
H 0.663464 1.703121 0.778702 -1.42 -1.86 -0.34 0.39
```
Forces are in eV/Å.

Computed properties:
Charge: 0
E in a.u.: -5318.67562
Multiplicity: 3
Relative energy (zero: lowest compared OMol25 entry of this formula, charge and spin) in kcal per mole: 29.61
Frontier orbital gap (alpha / beta) in eV: 9.216 / 5.688
Molecular weight in g mol⁻¹: 212.9


[4]
A structure of composition C2H7AsClO7P2RuS4. Source: OMol25; level of theory: wB97M-V/def2-TZVPD.

Structure (XYZ):
```
25
Properties=species:S:1:pos:R:3:forces:R:3:mulliken_charge:R:1
Ru 0.041051 -0.328994 -0.476151 1.60 1.62 -0.30 0.79
S -4.644552 -0.680511 -1.394730 -0.15 -0.01 0.06 -0.63
As -2.634641 -1.291826 -1.523114 -1.64 0.31 -1.20 0.50
S -1.755364 -1.124583 0.445653 -0.50 -1.01 1.61 -0.30
S -1.340489 0.458221 -2.085559 0.43 0.02 -0.08 -0.49
S -2.223551 -2.866170 -2.832583 0.23 -0.31 0.16 -0.58
C 1.709669 3.993731 -0.951176 0.09 -0.03 0.05 -1.76
C 2.619306 2.764643 -0.942393 0.10 0.07 0.02 1.03
O 3.995479 3.158870 -0.981428 -0.26 -0.06 0.02 -0.62
P 2.311454 1.817381 0.581412 0.44 0.41 0.03 0.96
O 3.344081 0.637206 0.718785 -0.05 0.08 0.10 -0.41
O 2.837231 2.846055 1.712047 -0.14 -0.38 0.18 -0.57
O 0.880918 1.452923 0.799968 -0.27 -0.72 -0.27 -0.79
P 2.313932 1.566683 -2.356126 0.17 -0.01 0.05 0.80
O 1.175275 2.228530 -3.271827 -0.24 -0.01 0.04 -0.45
O 3.613246 1.560317 -3.082128 -0.09 -0.05 0.04 -0.88
O 1.760575 0.321052 -1.716128 0.21 -0.05 -0.01 -0.54
H 2.056184 4.703736 -0.196666 -0.01 -0.02 -0.02 0.43
H 0.678155 3.717410 -0.726700 0.01 -0.02 -0.06 0.35
H 1.740622 4.463810 -1.933313 0.02 0.00 0.00 0.40
H 4.368556 2.638690 -1.723237 -0.12 0.05 0.00 0.46
H 2.934129 -0.228685 0.471273 -0.05 -0.20 -0.08 0.26
H 2.893259 2.389154 2.567896 -0.03 0.19 -0.31 0.34
H 0.312946 1.797621 -3.101461 0.20 0.02 -0.08 0.23
Cl 1.633096 -1.899037 0.325620 0.07 0.12 0.04 -0.54
```
Forces are in eV/Å.

Computed properties:
Charge: -2
E in a.u.: -5673.81048
Multiplicity: 2
Relative energy (zero: lowest compared OMol25 entry of this formula, charge and spin) in kcal per mole: 28.95
Frontier orbital gap (alpha / beta) in eV: 5.761 / 6.231
Molecular weight in g mol⁻¹: 544.7